Record 1
2 unconnected molecules or ions with the total composition C3H11NO in a non-equilibrium geometry, computed with ωB97M-V/def2-TZVPD.

```
16
Properties=species:S:1:pos:R:3:mulliken_spin:R:1
C 0.76 -1.32 -0.11 0.036
N 0.36 0.11 0.19 0.794
C -0.50 0.14 1.42 0.024
C 1.55 0.93 0.48 0.029
H -0.18 -1.87 -0.21 0.000
H 1.31 -1.61 0.78 0.019
H 1.12 -1.35 -1.14 0.002
H -0.90 1.16 1.46 0.006
H -1.37 -0.50 1.29 -0.001
H 0.05 -0.12 2.33 0.028
H 1.25 1.91 0.83 -0.001
H 2.11 1.04 -0.46 0.007
H 2.19 0.41 1.21 0.044
H -1.09 0.34 -1.35 -0.013
H -2.27 0.93 -1.87 -0.001
O -1.89 0.04 -1.80 0.026
```

Its charge is +1. Its lowest unoccupied orbital energy (spin up / spin down) is -0.1165 / -0.3163 hartree. The calculation puts the molecular weight at 77.127 g/mol. The value obtained for the max |F| is 5.35 eV Å⁻¹. The spin multiplicity is 2. The expectation value of S² is 0.754.

---

Record 2
A molecular structure, C35H46N6O3P2Sn in a non-equilibrium geometry, computed with ωB97M-V/def2-TZVPD.

```
93
Properties=species:S:1:pos:R:3:lowdin_charge:R:1
Sn 0.44 -0.81 -2.81 1.401
C -2.34 1.86 -5.08 -0.127
C -2.56 2.61 -3.99 -0.137
C -3.81 2.56 -3.17 -0.169
C -4.39 1.13 -2.91 -0.169
C -3.39 0.05 -2.69 -0.117
C -2.49 -0.52 -3.52 -0.210
C -2.69 -0.59 -4.99 -0.191
C -3.19 0.75 -5.58 -0.182
C 1.19 -2.38 -1.05 -0.319
H -1.55 2.11 -5.80 0.113
H -1.94 3.49 -3.73 0.120
H -4.60 3.22 -3.56 0.127
H -3.57 2.99 -2.18 0.102
H -4.95 1.26 -1.97 0.114
H -5.08 0.82 -3.70 0.108
H -3.64 -0.48 -1.74 0.079
H -1.83 -1.38 -3.16 0.011
H -3.40 -1.40 -5.25 0.134
H -1.74 -0.83 -5.46 0.098
H -3.03 0.66 -6.66 0.117
H -4.26 0.83 -5.39 0.101
H 2.26 -2.50 -1.30 -0.018
H 0.76 -3.40 -1.08 -0.035
H 1.21 -2.08 0.02 -0.061
P -1.29 -1.29 0.63 1.118
P 0.46 1.52 0.37 1.106
N -2.43 -2.48 -0.31 -0.188
N -2.11 -1.67 2.09 -0.289
N 0.73 2.02 -1.27 -0.240
N 1.08 2.99 0.98 -0.253
C -2.10 0.29 0.19 -0.428
C -1.39 1.61 0.58 -0.330
C -1.96 -3.43 -1.22 -0.186
C -3.03 -4.07 -1.84 -0.092
C -4.22 -3.47 -1.31 -0.095
C -3.82 -2.48 -0.41 -0.165
C -1.76 -2.82 2.81 -0.129
C -2.37 -2.76 4.06 -0.085
C -3.12 -1.53 4.11 -0.086
C -2.93 -0.87 2.90 -0.136
C 2.00 2.05 -1.89 -0.120
C 1.84 1.83 -3.25 -0.125
C 0.45 1.79 -3.53 -0.231
C -0.21 1.77 -2.29 -0.270
C 1.28 4.23 0.34 -0.137
C 1.99 5.05 1.21 -0.089
C 2.28 4.29 2.39 -0.091
C 1.73 3.04 2.23 -0.115
H -3.14 0.23 0.51 0.071
H -2.13 0.24 -0.91 0.008
H -1.81 2.45 -0.01 0.076
H -1.59 1.85 1.64 0.089
H -0.91 -3.58 -1.35 0.041
H -2.96 -4.86 -2.56 0.084
H -5.23 -3.75 -1.54 0.086
H -4.43 -1.81 0.18 0.101
H -1.09 -3.54 2.35 0.109
H -2.31 -3.52 4.82 0.087
H -3.73 -1.16 4.93 0.089
H -3.30 0.07 2.52 0.089
H 2.86 2.37 -1.32 0.136
H 2.62 1.72 -4.02 0.120
H -0.03 1.73 -4.51 0.080
H -1.27 1.70 -2.02 0.079
H 0.90 4.40 -0.66 0.101
H 2.26 6.09 1.01 0.094
H 2.84 4.64 3.26 0.101
H 1.72 2.15 2.86 0.098
C 5.84 -2.30 3.48 -0.090
C 4.45 -2.13 2.88 -0.163
C 3.91 -0.64 3.01 -0.275
C 4.02 -0.12 4.47 -0.191
C 3.42 -1.02 5.53 -0.095
C 4.67 0.31 2.08 -0.409
O 5.41 1.21 2.43 0.095
N 4.41 0.05 0.74 0.177
C 3.11 -0.27 0.30 -0.553
O 2.88 -0.33 -0.93 -0.110
N 2.13 -0.40 1.24 0.043
C 2.43 -0.51 2.55 -0.470
O 1.55 -0.48 3.42 0.001
H 6.41 -1.38 3.32 0.082
H 6.34 -3.14 2.99 0.076
H 5.74 -2.49 4.56 0.069
H 4.46 -2.43 1.82 0.111
H 3.73 -2.82 3.37 0.122
H 5.09 0.11 4.63 0.114
H 3.49 0.84 4.57 0.118
H 3.94 -1.98 5.58 0.056
H 3.47 -0.50 6.49 0.076
H 2.36 -1.22 5.34 0.069
H 4.95 0.67 0.09 0.169
```

Its lowest unoccupied orbital energy is -0.0553 hartree. The calculation puts the molecular weight at 779.451 g/mol. The value obtained for the max |F| is 2.84 eV Å⁻¹. The spin multiplicity is 1.

---

Record 3
A molecular structure, C33H34GaIN3O4Si, computed with ωB97M-V/def2-TZVPD.

```
77
Properties=species:S:1:pos:R:3:lowdin_charge:R:1
Ga 0.82 -0.01 -0.38 0.276
C 0.55 -3.58 -3.02 -0.005
C 1.78 -3.47 -2.16 -0.244
N 2.58 -4.50 -2.04 0.136
C 3.68 -4.42 -1.28 -0.085
C 4.01 -3.31 -0.55 -0.144
C 5.27 -3.30 0.28 -0.197
O 6.18 -2.27 -0.11 -0.059
C 3.14 -2.18 -0.62 -0.059
C 3.50 -0.98 0.07 0.014
N 2.77 0.09 0.22 0.017
C 3.39 1.24 0.76 -0.323
C 4.06 1.21 1.98 -0.012
C 4.71 2.34 2.45 -0.059
C 4.71 3.51 1.70 -0.068
C 4.04 3.56 0.49 -0.134
C 3.37 2.43 0.04 -0.594
I 2.26 2.48 -1.75 1.145
C 2.03 -2.25 -1.47 -0.240
O 1.22 -1.24 -1.69 -0.048
H 0.50 -4.57 -3.45 0.085
H 0.58 -2.83 -3.81 0.089
H -0.34 -3.37 -2.43 0.073
H 4.31 -5.30 -1.25 0.117
H 5.74 -4.28 0.21 0.122
H 5.05 -3.12 1.33 0.129
H 6.54 -2.48 -0.98 0.103
H 4.52 -0.92 0.45 0.137
H 4.06 0.29 2.56 0.126
H 5.21 2.31 3.41 0.114
H 5.23 4.39 2.05 0.113
H 4.04 4.46 -0.11 0.102
C -4.00 4.51 -1.08 -0.037
O -3.28 3.57 -0.28 -0.075
C -2.12 3.97 0.28 -0.213
C -1.50 5.18 -0.01 0.004
C -0.38 5.58 0.71 -0.055
C 0.14 4.78 1.71 -0.075
C -0.43 3.54 1.95 -0.011
C -1.55 3.13 1.24 -0.148
N -2.18 1.92 1.63 0.169
C -2.82 1.02 0.93 0.026
C -2.87 0.81 -0.47 -0.144
C -4.12 0.38 -0.98 -0.028
C -4.33 0.18 -2.31 -0.069
C -3.25 0.31 -3.19 -0.040
C -2.00 0.63 -2.72 0.016
C -1.76 0.89 -1.36 -0.297
O -0.52 1.13 -0.99 -0.163
H -4.95 4.03 -1.30 0.099
H -3.47 4.71 -2.01 0.102
H -4.17 5.44 -0.54 0.103
H -1.90 5.83 -0.77 0.114
H 0.08 6.54 0.48 0.116
H 0.98 5.11 2.30 0.110
H -0.03 2.89 2.72 0.126
H -2.18 1.77 2.63 0.176
H -3.46 0.39 1.53 0.141
H -4.94 0.28 -0.28 0.124
H -5.31 -0.10 -2.68 0.111
H -3.39 0.13 -4.25 0.117
H -1.14 0.67 -3.38 0.128
C -3.00 -3.38 -0.45 -0.168
Si -2.42 -3.12 1.33 0.454
C -3.88 -2.56 2.38 -0.190
C -1.65 -4.64 2.08 -0.182
C -1.12 -1.79 1.21 -0.169
C -0.17 -1.07 0.94 -0.064
H -4.09 -3.29 -0.53 0.030
H -2.74 -4.38 -0.81 0.034
H -2.55 -2.65 -1.12 0.014
H -4.46 -3.44 2.67 0.037
H -4.56 -1.90 1.84 0.014
H -3.56 -2.06 3.31 0.030
H -2.29 -5.51 1.93 0.037
H -1.51 -4.51 3.16 0.036
H -0.68 -4.85 1.64 0.033
```

Its charge is +1. Its lowest unoccupied orbital energy is -0.1269 hartree. The calculation puts the molecular weight at 761.365 g/mol. The value obtained for the max |F| is 0.97 eV Å⁻¹. The spin multiplicity is 1.

---

Record 4
A molecular structure, C11H26N4O7Ti in a non-equilibrium geometry, computed with ωB97M-V/def2-TZVPD.

```
49
Properties=species:S:1:pos:R:3:mulliken_spin:R:1
O 3.00 -0.91 -2.29 0.010
H 3.47 -1.46 -2.95 0.002
Ti -0.15 -0.38 -0.53 0.154
N 0.14 1.11 -1.97 0.275
N 1.32 1.24 0.19 -0.261
N -1.25 -2.11 -0.12 0.014
N -0.18 -0.77 1.68 -0.005
O -0.93 1.30 -2.69 0.156
O -2.00 -2.79 -1.08 0.001
O 0.27 0.04 2.67 -0.003
O 1.67 1.60 1.42 -0.184
C 1.80 2.10 -0.76 0.149
C 1.21 1.92 -2.04 -0.158
C -1.61 -2.51 1.10 0.004
C -1.03 -1.72 2.13 0.014
C 1.63 2.52 -3.33 0.008
H 2.43 1.91 -3.77 -0.017
H 2.03 3.53 -3.16 -0.006
H 0.78 2.58 -4.02 -0.003
C 2.75 3.16 -0.37 -0.015
H 3.61 2.70 0.12 0.015
H 2.28 3.88 0.32 0.015
H 3.10 3.71 -1.26 0.000
C -2.61 -3.59 1.22 0.000
C -1.42 -1.88 3.56 0.000
H -2.55 -4.30 0.39 0.000
H -3.64 -3.18 1.24 0.000
H -2.47 -4.13 2.17 0.000
H -0.96 -1.10 4.17 0.000
H -1.11 -2.86 3.94 0.001
H -2.52 -1.82 3.68 0.001
H -1.78 -2.38 -1.93 0.001
H 0.94 0.74 2.16 0.009
C 2.77 -1.57 0.00 0.779
H 3.50 -1.22 -0.71 0.006
H 2.10 -2.46 -0.17 0.015
H 2.58 -1.22 1.00 0.039
O 0.42 -1.46 -1.88 0.013
H 2.10 -1.23 -2.17 -0.029
H 0.37 -2.40 -1.89 -0.002
C -1.98 2.45 1.23 0.001
C -2.62 1.21 0.66 0.002
O -1.77 0.63 -0.37 -0.006
H -1.09 2.21 1.80 -0.002
H -2.72 2.88 1.91 0.000
H -1.76 3.19 0.45 0.000
H -2.74 0.40 1.39 -0.001
H -3.56 1.39 0.15 -0.001
H -1.86 1.02 -1.31 0.006
```

Its charge is +1. Its lowest unoccupied orbital energy (spin up / spin down) is -0.1954 / -0.1918 hartree. The calculation puts the molecular weight at 374.217 g/mol. The value obtained for the max |F| is 4.02 eV Å⁻¹. The spin multiplicity is 2. The expectation value of S² is 1.192.

---

Record 5
A molecular structure, C26H39AuBGeN2O5 in a non-equilibrium geometry, computed with ωB97M-V/def2-TZVPD.

```
75
Properties=species:S:1:pos:R:3:lowdin_charge:R:1
Au -0.07 0.18 0.67 1.318
C 0.06 0.29 -4.07 0.039
N 1.11 0.80 -3.17 -0.085
C 2.33 1.32 -3.83 0.029
C 0.99 0.73 -1.88 -0.329
O -0.10 0.24 -1.37 -0.156
C 2.16 1.21 -1.00 -0.048
O 1.72 1.35 0.35 -0.249
C 2.61 1.11 1.44 -0.042
C 1.80 0.54 2.62 -0.325
O 0.55 0.22 2.51 -0.121
N 2.41 0.35 3.75 -0.089
C 1.74 -0.28 4.90 0.041
C 3.83 0.68 3.96 0.027
H 0.54 -0.31 -4.84 0.117
H -0.44 1.13 -4.54 0.122
H -0.64 -0.31 -3.52 0.081
H 2.09 1.47 -4.88 0.113
H 3.15 0.61 -3.75 0.121
H 2.62 2.29 -3.42 0.104
H 2.52 2.17 -1.35 0.147
H 2.97 0.47 -1.08 0.164
H 3.07 2.05 1.73 0.152
H 3.39 0.40 1.16 0.161
H 0.77 -0.65 4.60 0.096
H 1.64 0.45 5.70 0.119
H 2.37 -1.11 5.24 0.119
H 4.11 1.60 3.47 0.100
H 4.46 -0.14 3.62 0.123
H 3.99 0.82 5.03 0.115
C -1.89 -3.92 -0.48 0.009
C -2.26 -3.36 0.88 -0.415
C -2.38 -4.45 1.92 0.018
O -1.13 -2.45 1.27 0.145
B -1.54 -1.26 0.87 -0.749
O -2.79 -1.06 0.46 0.092
C -3.48 -2.37 0.83 -0.393
C -4.50 -2.67 -0.24 0.018
C -4.12 -2.15 2.18 0.011
H -0.94 -4.46 -0.40 0.109
H -1.78 -3.13 -1.23 0.095
H -2.64 -4.63 -0.83 0.112
H -1.49 -5.08 1.89 0.108
H -3.24 -5.08 1.70 0.117
H -2.49 -4.05 2.92 0.097
H -4.07 -2.71 -1.23 0.089
H -5.28 -1.91 -0.22 0.104
H -4.97 -3.63 -0.03 0.118
H -3.38 -1.88 2.95 0.107
H -4.63 -3.05 2.50 0.113
H -4.85 -1.35 2.11 0.090
Ge -2.53 2.05 -0.24 1.248
C -3.09 2.03 1.54 -0.378
C -4.37 1.58 1.89 -0.089
C -4.81 1.69 3.19 -0.034
C -3.97 2.24 4.16 -0.007
C -2.69 2.69 3.83 -0.044
C -2.25 2.59 2.53 -0.120
C -3.63 1.65 -1.75 -0.349
C -4.58 2.62 -2.06 -0.099
C -5.42 2.43 -3.16 -0.040
C -5.30 1.29 -3.93 -0.033
C -4.35 0.32 -3.61 -0.049
C -3.51 0.49 -2.53 -0.121
H -1.19 2.78 -0.42 -0.004
H -5.02 1.16 1.13 0.117
H -5.80 1.37 3.47 0.128
H -4.32 2.33 5.18 0.130
H -2.07 3.13 4.60 0.121
H -1.28 2.98 2.26 0.096
H -4.69 3.51 -1.46 0.112
H -6.16 3.17 -3.41 0.126
H -5.96 1.14 -4.78 0.127
H -4.28 -0.58 -4.22 0.120
H -2.79 -0.27 -2.26 0.083
```

Its charge is +3. Its lowest unoccupied orbital energy is -0.3642 hartree. The calculation puts the molecular weight at 739.996 g/mol. The value obtained for the max |F| is 1.67 eV Å⁻¹. The spin multiplicity is 1.